Entry 1:
Formula: C3H9O
Source: the Open Molecules 2025 dataset
Level of theory: the ωB97M-V functional and the def2-TZVPD basis

Each line ends with the Mulliken charge.
Positions of all 13 atoms, in Å:
1 O -2.920577 -0.447414 0.441592  -1.15
2 H -3.374807 -0.484880 -0.389720  0.13
3 C 2.257421 0.619947 -0.162304  -1.11
4 C 0.749858 0.619600 0.026936  -0.18
5 C 0.084956 -0.733255 -0.202221  -0.87
6 H 2.722093 -0.195713 0.413498  0.28
7 H 2.850215 1.463781 0.211584  0.34
8 H 2.560993 0.467904 -1.201443  0.28
9 H 0.298865 1.356015 -0.637819  0.24
10 H 0.512332 0.932862 1.049027  0.26
11 H 0.159841 -0.952162 -1.277801  0.26
12 H 0.469307 -1.519630 0.432722  0.30
13 H -1.011279 -0.632084 -0.063295  0.23

Atoms 1-3, force components in eV/Å:
O 0.45 0.06 0.70
H -0.49 -0.03 -0.75
C 1.05 -0.59 0.35

The strongest force on any atom is 1.57 eV/A. Its net charge is -1. For the energy above the lowest of the compared OMol25 structures with the same formula, charge and spin, the calculation gives 3.9 kcal/mol.

***

Entry 2:
Formula: C3H9O
Source: the Open Molecules 2025 dataset
Level of theory: the ωB97M-V functional and the def2-TZVPD basis

Each line ends with the Mulliken charge.
Positions of all 13 atoms, in Å:
1 O 1.106231 -0.142122 2.712241  -1.11
2 H 1.692479 0.171710 3.409532  0.11
3 C -0.638688 -1.067509 -1.198501  -1.12
4 C 0.248045 -0.231394 -0.291871  -0.04
5 C -0.253184 1.203415 -0.154279  -1.18
6 H -0.921214 -0.525807 -2.103316  0.30
7 H -0.200351 -2.034074 -1.436855  0.32
8 H -1.570920 -1.297969 -0.667819  0.29
9 H 0.350555 -0.617186 0.726345  0.22
10 H 1.279472 -0.176011 -0.647219  0.26
11 H 0.500051 1.834697 0.317438  0.31
12 H -1.140485 1.248941 0.478489  0.27
13 H -0.451990 1.633307 -1.144184  0.37

Atoms 1-3, force components in eV/Å:
O -0.02 0.01 -0.10
H -0.02 -0.02 0.02
C -0.38 -0.08 0.62

The strongest force on any atom is 0.73 eV/A. Its net charge is -1. For the energy above the lowest of the compared OMol25 structures with the same formula, charge and spin, the calculation gives 1.9 kcal/mol.

***

Entry 3:
Formula: C3H9O11P2SW
Source: the Open Molecules 2025 dataset
Level of theory: the ωB97M-V functional and the def2-TZVPD basis

Each line ends with the Mulliken charge.
Positions of all 27 atoms, in Å:
1 W 1.904636 0.006381 -0.438175  2.42
2 O 4.218484 -0.400696 2.583735  -0.50
3 S 3.103433 -0.152196 1.777007  0.92
4 O 3.179894 1.059362 0.843597  -0.65
5 O 1.740308 -0.220900 2.273515  -0.57
6 O 2.979224 -1.213595 0.502760  -0.63
7 C -2.323509 0.121239 -1.541144  -1.64
8 C -1.840074 0.084890 -0.092617  1.00
9 O -2.959379 -0.001213 0.763390  -0.56
10 P -0.846305 -1.423992 0.177591  0.50
11 O -1.727378 -2.610152 -0.285087  -0.48
12 O -0.540104 -1.656807 1.680865  -0.46
13 O 0.427529 -1.328619 -0.693366  -0.76
14 P -0.879170 1.576071 0.403269  0.84
15 O -1.402159 2.771199 -0.462426  -0.48
16 O -0.850083 1.713162 1.853455  -0.65
17 O 0.563610 1.279634 -0.304341  -0.72
18 H -2.925439 -0.762421 -1.746847  0.45
19 H -1.496441 0.159772 -2.250271  0.37
20 H -2.943199 1.005066 -1.676278  0.44
21 H -2.715614 0.291345 1.656727  0.40
22 H -1.681333 -3.441837 0.210026  0.39
23 H 0.216663 -1.181624 2.099281  0.54
24 H -1.688428 3.540870 0.053099  0.39
25 C 2.647763 0.235371 -2.125371  -0.24
26 H 2.284501 0.886530 -2.916746  0.37
27 H 3.552582 -0.336845 -2.345653  0.34

Atoms 1-3, force components in eV/Å:
W -0.29 0.46 -0.98
O 0.00 0.00 0.02
S 0.21 -0.04 -0.01

The strongest force on any atom is 1.11 eV/A. Its net charge is +1. For the energy above the lowest of the compared OMol25 structures with the same formula, charge and spin, the calculation gives 0.0 kcal/mol.

***

Entry 4:
Formula: C3H9O2P
Source: the Open Molecules 2025 dataset
Level of theory: the ωB97M-V functional and the def2-TZVPD basis

Each line ends with the Mulliken charge.
Positions of all 15 atoms, in Å:
1 H 0.084905 1.972071 -3.488465  0.22
2 H 0.013281 2.125752 -2.733034  -0.22
3 C 2.462292 -1.057415 -0.711366  -0.63
4 P 1.036937 -0.570553 0.042337  0.08
5 O 1.241225 1.042125 0.111776  -0.20
6 C 0.174716 1.909059 0.414772  -0.68
7 H 3.151680 -0.282142 -1.083439  0.25
8 H 2.668835 -2.067342 -0.739151  0.31
9 H -0.509826 1.646925 1.148053  0.36
10 H -0.434924 2.120682 -0.419001  0.24
11 H 0.544542 2.878662 0.771222  0.27
12 C -2.789808 -1.076854 -1.242629  -0.11
13 O -2.997685 0.042138 -0.821267  -0.39
14 H -3.108003 -1.925731 -0.654889  0.23
15 H -2.383706 -1.354299 -2.190735  0.26

Atoms 1-3, force components in eV/Å:
H -0.10 0.21 1.05
H 0.11 -0.22 -1.07
C -1.72 3.06 0.83

The strongest force on any atom is 3.61 eV/A. The SMILES is [H][H].C=POC.C=O. Its net charge is 0. For the energy above the lowest of the compared OMol25 structures with the same formula, charge and spin, the calculation gives 81.0 kcal/mol.

***

Entry 5:
Formula: C3H9O2P
Source: the Open Molecules 2025 dataset
Level of theory: the ωB97M-V functional and the def2-TZVPD basis

Each line ends with the Mulliken charge.
Positions of all 15 atoms, in Å:
1 C 1.136971 -1.883640 0.607810  -1.10
2 C 0.835635 -0.549519 -0.024836  -0.42
3 P -1.000127 -0.539211 -0.589321  0.70
4 O -1.747038 -1.610451 -0.008053  -0.57
5 O -1.428334 1.111975 0.203444  -0.43
6 C -0.710765 2.288202 -0.160325  -0.51
7 H 1.907047 -1.779781 1.423290  0.30
8 H 0.210818 -2.032437 1.257057  0.32
9 H 1.174474 -2.664996 -0.046788  0.37
10 H 1.492398 -0.285048 -0.880972  0.40
11 H 0.956944 0.306866 0.669002  0.19
12 H -1.360320 -0.167308 -1.803152  0.07
13 H 0.342236 2.304364 0.451104  0.17
14 H -1.326885 3.109334 0.171604  0.24
15 H -0.483059 2.391644 -1.269862  0.25

Atoms 1-3, force components in eV/Å:
C -1.76 2.48 4.40
C -0.30 1.00 -1.83
P 2.39 5.32 4.39

The strongest force on any atom is 7.30 eV/A. The SMILES is CC[P@@H](=O)OC. Its net charge is 0. For the energy above the lowest of the compared OMol25 structures with the same formula, charge and spin, the calculation gives 26.6 kcal/mol.

***

Entry 6:
Formula: C3H9O2P
Source: the Open Molecules 2025 dataset
Level of theory: the ωB97M-V functional and the def2-TZVPD basis

Each line ends with the Mulliken charge.
Positions of all 15 atoms, in Å:
1 C -0.863293 0.620976 1.193144  -1.04
2 C -0.819297 0.362728 -0.396418  -0.54
3 C 0.387103 -0.554892 -0.694948  -0.13
4 O 0.057349 -1.960942 -0.731341  -0.53
5 P 1.913424 -0.562113 0.549004  0.12
6 O 2.890032 0.729350 0.189617  -0.45
7 H 0.128385 0.996910 1.561956  0.32
8 H -1.211430 -0.268260 1.804326  0.27
9 H -1.580429 1.432460 1.246166  0.36
10 H -0.707738 1.290258 -0.920185  0.35
11 H -1.805887 -0.084055 -0.756988  0.26
12 H 0.827307 -0.348779 -1.716751  0.38
13 H -0.125860 -2.129619 0.197702  0.34
14 H 2.506843 -1.536213 -0.208788  0.00
15 H 3.750461 0.498758 -0.108953  0.30

Atoms 1-3, force components in eV/Å:
C -0.23 -0.03 -1.31
C 0.09 -1.63 2.01
C 1.29 0.02 -1.80

The strongest force on any atom is 2.59 eV/A. The SMILES is CC[C@H](O)PO. Its net charge is 0. For the energy above the lowest of the compared OMol25 structures with the same formula, charge and spin, the calculation gives 31.7 kcal/mol.

***

Entry 7:
Formula: C3H9O2S2
Source: the Open Molecules 2025 dataset
Level of theory: the ωB97M-V functional and the def2-TZVPD basis

Each line ends with the Mulliken charge.
Positions of all 16 atoms, in Å:
1 C -1.131634 -0.692832 0.260133  -0.43
2 C -0.812428 0.792114 0.111735  -0.40
3 O 0.188720 1.222544 1.034676  -0.53
4 C -2.350406 -1.176398 -0.585138  -0.66
5 S -3.881525 -0.260500 -0.297101  -0.76
6 S 5.027786 -1.059909 -0.733838  -0.87
7 H -1.391966 -0.845050 1.315118  0.21
8 H -0.227385 -1.279356 0.077845  0.30
9 H -0.504237 1.030318 -0.912117  0.27
10 H -1.707028 1.365966 0.335102  0.26
11 H -2.505894 -2.220944 -0.294546  0.23
12 H -2.096770 -1.087979 -1.647814  0.23
13 H 3.764834 1.676094 0.426920  0.29
14 H 3.531594 0.364956 -0.115838  0.16
15 H 1.112172 1.051136 0.726183  0.33
16 O 2.984170 1.119842 0.298683  -0.63

Atoms 1-3, force components in eV/Å:
C -0.69 0.31 0.13
C 0.38 -0.26 0.10
O 0.73 0.07 0.04

The strongest force on any atom is 1.60 eV/A. Its net charge is -2. Its spin multiplicity is 2. Its expectation value of S² is 0.75.

***

Entry 8:
Formula: C3H9O3PS
Source: the Open Molecules 2025 dataset
Level of theory: the ωB97M-V functional and the def2-TZVPD basis

Each line ends with the Mulliken charge.
Positions of all 17 atoms, in Å:
1 O -2.702586 5.445968 -1.106107  -0.51
2 P -2.926527 4.207752 -0.366601  0.86
3 O -2.601101 3.001496 -1.429518  -0.47
4 S -3.791776 3.588195 1.245957  -0.27
5 H -2.660643 2.063856 -1.495787  0.38
6 C 0.111898 1.482496 0.281785  -0.86
7 C -0.315943 0.054598 -0.181110  0.34
8 C 0.268205 -1.034318 0.746161  -1.28
9 O -1.741830 -0.071582 -0.324850  -0.53
10 H 1.059558 1.625675 -0.211643  0.37
11 H -0.632843 2.031671 -0.305163  -0.05
12 H 0.201260 1.614918 1.289153  0.43
13 H 0.147007 -0.226397 -1.112514  0.25
14 H 0.326799 -2.073181 0.208398  0.26
15 H -0.255818 -1.052087 1.671468  0.42
16 H 1.254485 -0.777806 1.128006  0.36
17 H -2.164252 -0.116385 0.478283  0.30

Atoms 1-3, force components in eV/Å:
O 0.12 -0.04 0.96
P -0.90 -3.04 -1.55
O 0.26 3.40 0.42

The strongest force on any atom is 5.12 eV/A. The SMILES is O=P(O)=S.CC(C)O. Its net charge is 0. For the energy above the lowest of the compared OMol25 structures with the same formula, charge and spin, the calculation gives 42.8 kcal/mol.

***

Entry 9:
Formula: C3H9O4
Source: the Open Molecules 2025 dataset
Level of theory: the ωB97M-V functional and the def2-TZVPD basis

Each line ends with the Mulliken charge.
Positions of all 16 atoms, in Å:
1 O 2.038305 0.124035 0.528109  -0.75
2 C 1.024940 0.227334 -0.209229  0.39
3 O -0.122465 0.373611 0.296798  -0.74
4 C 1.120389 -0.106290 -1.711213  -0.26
5 C 0.107839 0.360958 -2.669065  -1.03
6 H 2.207281 0.117311 -1.990893  0.32
7 H 1.284578 -1.192989 -1.930299  0.19
8 H -0.874086 -0.177646 -2.618036  0.20
9 H -0.286177 1.365829 -2.420004  0.27
10 H 0.282722 0.091872 -3.700241  0.38
11 H -1.891175 -0.555990 1.037560  0.39
12 H -1.596671 -1.231198 -0.144475  0.34
13 O -2.420999 -1.173472 0.363278  -0.69
14 H -1.304954 -0.071923 2.432345  0.27
15 H -0.170345 0.812972 2.591643  0.36
16 O -0.866745 0.425902 3.108220  -0.65

Atoms 1-3, force components in eV/Å:
O 0.24 0.44 -1.52
C 0.03 -1.74 2.10
O -0.81 0.55 -0.94

The strongest force on any atom is 3.75 eV/A. Its net charge is -1. For the energy above the lowest of the compared OMol25 structures with the same formula, charge and spin, the calculation gives 26.7 kcal/mol.

***

Entry 10:
Formula: C3H9OS
Source: the Open Molecules 2025 dataset
Level of theory: the ωB97M-V functional and the def2-TZVPD basis

Each line ends with the Mulliken charge.
Positions of all 14 atoms, in Å:
1 C 0.926492 1.366093 -1.352051  -0.22
2 O 0.470910 2.622084 -0.858931  -0.54
3 H 0.590605 1.313763 -2.401828  0.24
4 H 2.013218 1.421309 -1.330413  0.20
5 H 0.385206 0.532086 -0.924119  -0.05
6 C -0.675557 -1.820713 0.292838  -0.97
7 C -0.680194 -0.662969 1.329036  -0.58
8 S 0.922154 0.056756 1.656456  -0.68
9 H -0.448469 -2.788818 0.765650  0.34
10 H 0.164560 -1.693111 -0.397085  0.26
11 H -1.646166 -1.892322 -0.209304  0.22
12 H -1.428904 0.114909 1.078265  0.25
13 H -0.981475 -1.150554 2.259403  0.24
14 H 0.387615 2.581485 0.092088  0.31

Atoms 1-3, force components in eV/Å:
C -0.85 0.96 -1.24
O -0.47 0.37 -0.54
H 0.35 0.39 -0.08

The strongest force on any atom is 1.79 eV/A. Its net charge is -1. For the energy above the lowest of the compared OMol25 structures with the same formula, charge and spin, the calculation gives 29.6 kcal/mol.

***

| no. | molar mass (g/mol) | electronic energy (a.u.) |
| --- | --- | --- |
| 1 | 61.10 | -194.908292 |
| 2 | 61.10 | -194.911544 |
| 3 | 498.95 | -2095.310820 |
| 4 | 108.08 | -611.417181 |
| 5 | 108.08 | -611.503881 |
| 6 | 108.08 | -611.495731 |
| 7 | 141.24 | -1066.518226 |
| 8 | 156.14 | -1084.975287 |
| 9 | 109.10 | -420.710332 |
| 10 | 93.17 | -593.125655 |